No. 1
DFT (ωB97M-V/def2-TZVPD) results for a 2-piece molecular cluster, CH4NS overall in a non-equilibrium geometry.

Results
Strongest force on any atom (eV/A): 2.12
Kohn-Sham gap (eV): 6.92

The geometry in ORCA input format:
```
! wB97M-V def2-TZVPD RIJCOSX def2/J DEFGRID3
* xyz -1 1
S 0.96901 1.45763 0.71306
H 0.79034 1.60752 -0.58212
C -1.33116 -1.10304 -0.79221
N -0.73639 -2.20008 -0.63959
H -1.68380 -0.73359 -1.74998
H -1.44860 -0.45974 0.08876
H -0.36162 -2.41690 0.28192
*
```

Atom charges from the Mulliken analysis, given in e for atoms 1 to 6: number 1, S, carries -0.88; number 2, H, carries -0.08; number 3, C, carries -0.21; number 4, N, carries -0.55; number 5, H, carries 0.25; number 6, H, carries 0.21

No. 2
DFT (ωB97M-V/def2-TZVPD) results for one molecule with the formula CH4O in a non-equilibrium geometry.

Results
Strongest force on any atom (eV/A): 10.19
Structure (SMILES): CO
Kohn-Sham gap (eV): 11.45

The geometry in ORCA input format:
```
! wB97M-V def2-TZVPD RIJCOSX def2/J DEFGRID3
* xyz 0 1
C -0.38570 0.06071 -0.04771
O 1.04478 0.22643 -0.00105
H -0.72200 1.09987 0.11605
H -0.55624 -0.50990 0.89267
H -0.88333 -0.26876 -0.77434
H 1.50248 -0.60835 -0.18560
*
```

Electronic structure analysis, Mulliken charges in units of e: number 1, C, carries -0.58; number 2, O, carries -0.50; number 3, H, carries 0.21; number 4, H, carries 0.24; number 5, H, carries 0.33; number 6, H, carries 0.29

No. 3
DFT (ωB97M-V/def2-TZVPD) results for an isolated ion of composition CH4O2P and charge -1 in a non-equilibrium geometry.

Results
Strongest force on any atom (eV/A): 4.55
Structure (SMILES): CP([O-])O
Kohn-Sham gap (eV): 7.10

The geometry in ORCA input format:
```
! wB97M-V def2-TZVPD RIJCOSX def2/J DEFGRID3
* xyz -1 1
C -0.92499 0.41371 -0.11809
P 1.00295 0.32212 -0.33210
O 1.37264 1.07232 1.06186
O 1.12250 -1.28394 0.14050
H -1.20255 -0.62009 -0.34237
H -1.52152 1.13667 -0.74168
H -0.88997 0.72178 0.99440
H 1.04094 -1.76257 -0.66252
*
```

Atom charges from the Mulliken analysis, given in e for atoms 1 to 6: number 1, C, carries -0.77; number 2, P, carries -0.01; number 3, O, carries -0.72; number 4, O, carries -0.41; number 5, H, carries 0.19; number 6, H, carries 0.30

No. 4
DFT (ωB97M-V/def2-TZVPD) results for a 2-piece molecular cluster, CH4O2P overall in a non-equilibrium geometry.

Results
Strongest force on any atom (eV/A): 2.63
Kohn-Sham gap (eV): 8.01

The geometry in ORCA input format:
```
! wB97M-V def2-TZVPD RIJCOSX def2/J DEFGRID3
* xyz -1 1
C -0.35887 0.20116 2.10583
O 0.13887 0.14004 -2.72122
O 0.30150 -0.54790 -0.34012
P -0.07846 0.70939 0.47515
H 0.85688 -0.43287 -3.11787
H -0.60813 -0.79033 2.41399
H -0.38686 0.97870 2.95221
H 0.13508 -0.25820 -1.76795
*
```

Atom charges from the Mulliken analysis, given in e for atoms 1 to 6: number 1, C, carries -0.70; number 2, O, carries -0.76; number 3, O, carries -0.63; number 4, P, carries -0.10; number 5, H, carries 0.25; number 6, H, carries 0.27

No. 5
DFT (ωB97M-V/def2-TZVPD) results for one molecule with the formula CH4O2P2 in a non-equilibrium geometry.

Results
Strongest force on any atom (eV/A): 2.38
Structure (SMILES): O=POCP
Kohn-Sham gap (eV): 9.58

The geometry in ORCA input format:
```
! wB97M-V def2-TZVPD RIJCOSX def2/J DEFGRID3
* xyz 0 1
O -1.15247 -2.81621 -1.39295
P -1.03979 -1.85284 -0.32000
O -0.43125 -0.58747 -1.05021
C 0.02784 0.64343 -0.47637
P 0.28677 0.27494 1.37629
H 0.81489 1.07080 -1.10588
H -0.75326 1.37969 -0.57890
H 0.53055 1.55646 2.08194
H 1.71671 0.33119 1.46606
*
```

Atom charges from the Mulliken analysis, given in e for atoms 1 to 6: number 1, O, carries -0.45; number 2, P, carries 0.38; number 3, O, carries -0.19; number 4, C, carries -0.27; number 5, P, carries -0.17; number 6, H, carries 0.30

No. 6
DFT (ωB97M-V/def2-TZVPD) results for one molecule with the formula CH4O2P2 in a non-equilibrium geometry.

Results
Strongest force on any atom (eV/A): 2.96
Structure (SMILES): CPOP=O
Kohn-Sham gap (eV): 9.31

The geometry in ORCA input format:
```
! wB97M-V def2-TZVPD RIJCOSX def2/J DEFGRID3
* xyz 0 1
C -0.24698 -0.18457 -0.43922
P 1.18612 0.98048 -0.28975
O 2.36456 -0.18101 -0.19268
P 3.95086 -0.55767 -0.14172
O 4.71102 0.57304 0.34085
H 0.03020 -1.16510 -0.05618
H -1.09209 0.20522 0.12444
H -0.54122 -0.27604 -1.48471
H 0.93052 1.28727 1.35516
*
```

Atom charges from the Mulliken analysis, given in e for atoms 1 to 6: number 1, C, carries -0.80; number 2, P, carries 0.08; number 3, O, carries -0.04; number 4, P, carries 0.30; number 5, O, carries -0.43; number 6, H, carries 0.25

No. 7
DFT (ωB97M-V/def2-TZVPD) results for an isolated ion of composition CH4O2PS and charge -1 in a non-equilibrium geometry.

Results
Strongest force on any atom (eV/A): 5.05
Structure (SMILES): [O-]P(O)CS
Kohn-Sham gap (eV): 6.70

The geometry in ORCA input format:
```
! wB97M-V def2-TZVPD RIJCOSX def2/J DEFGRID3
* xyz -1 1
O -2.03070 -0.61768 -0.00831
P -0.91938 0.22311 0.57586
O -0.90904 1.54728 -0.46191
C 0.45463 -0.86337 0.04195
S 2.18134 0.29326 0.19102
H -1.39778 1.21504 -1.27432
H 0.47033 -1.31696 -0.99245
H 0.64421 -1.48862 0.81692
H 1.50638 1.00795 1.11124
*
```

Atom charges from the Mulliken analysis, given in e for atoms 1 to 6: number 1, O, carries -0.64; number 2, P, carries -0.10; number 3, O, carries -0.38; number 4, C, carries -0.61; number 5, S, carries -0.34; number 6, H, carries 0.27

No. 8
DFT (ωB97M-V/def2-TZVPD) results for one molecule with the formula CH4O2S in a non-equilibrium geometry.

Results
Strongest force on any atom (eV/A): 8.17
Kohn-Sham gap (spin up / spin down) (eV): 7.68 / 7.23

The geometry in ORCA input format:
```
! wB97M-V def2-TZVPD RIJCOSX def2/J DEFGRID3
* xyz 0 3
C -0.97896 -0.26843 -0.23182
O -0.10426 -1.27488 0.09828
O 1.31594 -0.80521 0.50849
S 1.78258 0.58281 -0.12106
H -1.17502 -0.13254 -1.39177
H -0.55049 0.75876 0.07073
H -1.99255 -0.44691 0.31263
H 1.70275 1.58641 0.75451
*
```

Atom charges from the Mulliken analysis, given in e for atoms 1 to 6: number 1, C, carries -0.40; number 2, O, carries -0.13; number 3, O, carries -0.20; number 4, S, carries -0.10; number 5, H, carries 0.26; number 6, H, carries 0.19

No. 9
DFT (ωB97M-V/def2-TZVPD) results for CH4O2S3 as an isolated structure in a non-equilibrium geometry.

Results
Strongest force on any atom (eV/A): 4.78
Kohn-Sham gap (eV): 6.49

The geometry in ORCA input format:
```
! wB97M-V def2-TZVPD RIJCOSX def2/J DEFGRID3
* xyz 0 1
C 0.28324 -0.44353 1.40179
O -0.09315 2.05518 -0.62176
O 0.38367 -1.85334 -0.91611
S -0.65451 0.57235 -1.33124
S -1.04934 -1.58342 -2.07655
S 0.87518 -0.41831 -0.35683
H -0.00778 0.64960 1.58598
H -0.48294 -1.15248 1.52098
H 1.09194 -0.69304 1.92917
H -0.34632 2.86698 -1.13544
*
```

Atom charges from the Mulliken analysis, given in e for atoms 1 to 6: number 1, C, carries -0.76; number 2, O, carries -0.61; number 3, O, carries -0.37; number 4, S, carries 0.15; number 5, S, carries -0.14; number 6, S, carries 0.48

No. 10
DFT (ωB97M-V/def2-TZVPD) results for a 2-piece molecular cluster, CH4O3 overall in a non-equilibrium geometry.

Results
Strongest force on any atom (eV/A): 4.34
Structure (SMILES): O=CO.O
Kohn-Sham gap (eV): 11.64

The geometry in ORCA input format:
```
! wB97M-V def2-TZVPD RIJCOSX def2/J DEFGRID3
* xyz 0 1
O -0.47468 1.18491 -0.84302
C 0.21207 0.14852 -0.98794
O 1.52852 0.14362 -0.69720
H -0.12847 -0.85197 -1.32069
H 1.98137 -0.66311 -1.06615
O -0.72753 -0.23866 1.65753
H -1.41526 -0.07979 2.34312
H -0.97602 0.35647 0.91434
*
```

Atom charges from the Mulliken analysis, given in e for atoms 1 to 6: number 1, O, carries -0.57; number 2, C, carries 0.29; number 3, O, carries -0.40; number 4, H, carries 0.29; number 5, H, carries 0.36; number 6, O, carries -0.63

Look up the strongest force on any atom of the fourth one. 2.63 eV/A

What is the formula in the first record? CH4NS

What is the strongest force on any atom in the ninth record? 4.78 eV/A